Entry 1:
This record from the Open Molecules 2025 dataset describes C47H46N8O5S2SeSiTi as an isolated structure at a distorted geometry. The level of theory is ωB97M-V/def2-TZVPD.

Geometry as XYZ:
```
111
Properties=species:S:1:pos:R:3:mulliken_spin:R:1
Se 0.5958 2.2427 0.4451 0.0222
Ti 1.1943 -0.1896 -0.7566 1.0047
S -1.5804 0.2018 -1.2414 -0.0101
S 0.8528 -0.3081 2.4190 -0.0279
Si -0.8988 3.8525 0.9998 0.0025
O 1.5440 -3.4998 -2.9359 0.0074
O 1.5869 3.2328 -3.0866 0.0186
O -0.4910 -0.0367 1.9754 -0.0141
O 0.9459 -1.4324 3.3359 0.0017
O -2.8908 -4.5050 -1.9024 0.0000
N 3.0513 -0.9243 -1.0680 0.0840
N -3.4003 -1.1994 0.0461 -0.0029
N 3.5397 1.6808 -0.6017 0.0100
N 0.7457 -1.4515 -2.2054 -0.0398
N -2.4184 -2.2640 -1.7593 0.0012
N 1.4443 1.0536 -2.3210 -0.0201
N 0.1419 -2.3835 0.1199 -0.0185
N 1.8059 -0.4653 1.1421 0.0439
C -5.9855 -0.2824 1.3982 0.0001
C 5.7378 -1.7878 -1.1741 0.4806
C 3.7026 -1.0781 -2.2392 0.2605
C 1.4490 1.0666 3.4462 0.0027
C 0.9725 -4.5880 -0.3823 0.0128
C 3.0592 2.7319 4.0225 -0.0144
C 4.5697 2.0075 0.1633 0.0169
C -2.7373 3.3149 1.2043 0.0003
C 1.8740 2.3323 -2.2926 -0.0037
C 5.0436 3.3015 0.3214 0.0015
C -0.0843 -0.8047 -5.7509 -0.0022
C 3.0810 -0.9423 1.2938 -0.0126
C 3.3069 3.9997 -1.1397 0.0096
C -2.4800 -1.1786 -0.9424 0.0019
C -4.5914 -0.3551 2.0133 0.0001
C 2.9139 2.6594 -1.2548 0.0125
C 0.1953 0.5488 -5.8019 0.0007
C 0.6762 1.2118 -4.6850 -0.0106
C -0.4087 4.5507 2.7368 -0.0004
C 5.0184 -1.4890 -2.3228 -0.0691
C -0.8948 5.3581 -0.2125 -0.0006
C -5.1782 -1.6943 -2.1026 0.0001
C -6.5149 -1.3838 -2.0885 -0.0001
C 0.1065 -1.5052 -4.5714 -0.0107
C 0.7864 -3.2418 -0.6979 -0.0112
C 0.5864 -0.8519 -3.4412 0.0514
C 0.4004 -5.0989 0.7606 -0.0042
C 5.0652 -1.6263 2.4886 -0.0136
C 1.0990 -2.7429 -2.0652 0.0421
C 0.8281 1.2298 4.6698 -0.0005
C -7.4723 -2.3493 -1.7816 0.0000
C 4.3729 4.3285 -0.3362 -0.0017
C 2.5646 1.8086 3.1157 -0.0114
C -0.3545 -4.2341 1.5502 0.0095
C -0.4289 -2.8949 1.2037 0.0043
C -3.4959 -0.1053 0.9860 -0.0016
C -4.7313 -2.9998 -1.7970 0.0000
C 2.4626 2.8803 5.2639 -0.0014
C 5.7366 -1.8614 1.3058 0.0357
C 3.7551 -1.1842 0.0719 0.0451
C 3.7579 -1.1559 2.4987 0.0776
C 5.0996 -1.6309 0.0734 -0.1265
C 1.3384 2.1366 5.5850 0.0011
C -7.0528 -3.6551 -1.5325 0.0000
C 0.8804 0.5357 -3.4837 0.0187
C -3.3295 -3.3527 -1.8016 -0.0004
C -5.7174 -3.9808 -1.5466 0.0000
H -3.7260 0.7921 0.4069 0.0001
H 0.6111 4.9199 2.7248 0.0003
H -2.5252 0.0532 1.4746 0.0044
H -0.6974 5.0303 -1.2263 0.0001
H 3.9238 3.3247 3.7646 0.0018
H 0.8631 2.2524 6.5501 0.0002
H -0.9735 -2.2003 1.8286 0.0024
H 2.8785 3.5695 5.9881 -0.0002
H 6.7620 -2.2120 1.3023 -0.0043
H -4.4596 -0.9372 -2.3724 0.0005
H -7.7939 -4.4191 -1.3263 0.0000
H -3.7128 -2.1107 0.3544 -0.0002
H -0.1236 6.0690 0.0620 0.0002
H 0.8928 2.2632 -4.7404 0.0017
H -3.3720 4.1268 1.5488 -0.0001
H -0.4621 -1.3173 -6.6260 0.0000
H -4.4982 0.3950 2.8019 0.0000
H -0.4623 3.7584 3.4762 0.0002
H 5.5667 -1.7997 3.4350 0.0046
H -0.0371 0.6188 4.8834 0.0002
H -6.2095 0.7361 1.0888 0.0000
H 0.5018 -6.1457 1.0165 -0.0002
H -6.8282 -0.3744 -2.3214 0.0000
H 4.6856 5.3606 -0.2218 0.0003
H 6.7664 -2.1209 -1.2093 0.0422
H 5.0536 1.1799 0.6738 -0.0036
H -1.5357 -2.3948 -2.2406 0.0028
H 5.4888 -1.5704 -3.2937 -0.0024
H 3.2535 -0.9737 3.4351 0.0290
H 2.7428 4.7378 -1.6857 0.0005
H 5.9086 3.5026 0.9411 -0.0003
H -5.3929 -4.9941 -1.3558 0.0000
H -2.7875 2.5159 1.9344 -0.0001
H -8.5227 -2.0905 -1.7461 0.0000
H -6.0495 -0.9242 0.5235 0.0000
H 1.5282 -5.1916 -1.0813 0.0007
H -0.1199 -2.5592 -4.5175 -0.0011
H -4.4407 -1.3353 2.4733 0.0000
H -1.0691 5.3570 3.0414 -0.0002
H -0.8787 -4.5947 2.4196 0.0011
H 0.0337 1.1093 -6.7164 0.0001
H -6.7386 -0.5980 2.1182 0.0000
H 3.0347 1.6666 2.1544 0.0200
H -1.8479 5.8776 -0.1988 -0.0003
H -3.1382 2.9407 0.2690 0.0002
H 3.1558 -0.8454 -3.1448 0.0476
```

Results
- HOMO-LUMO gap (spin up / spin down) (Eh) = 0.101 / 0.176
- LUMO level (spin up / spin down) (eV) = 3.22 / 3.22
- energy above the lowest of the compared OMol25 structures with the same formula, charge and spin (kcal per mole) = 69.8
- total charge = -2
- spin multiplicity = 3

Entry 2:
This record from the Open Molecules 2025 dataset describes C47H47N4O5TeV as an isolated structure. The level of theory is ωB97M-V/def2-TZVPD.

Geometry as XYZ:
```
105
Properties=species:S:1:pos:R:3:mulliken_spin:R:1
Te 2.7847 -5.7700 -0.5304 0.0002
V -0.0181 1.2089 -0.4205 2.0140
O -3.3943 7.1286 -1.1938 0.0000
O 0.1821 0.4959 1.1536 -0.1532
O 1.1254 2.2593 3.0684 -0.0022
O 1.6135 0.7354 -1.3742 0.0658
O -2.6351 4.0694 -6.0889 0.0000
N 2.6608 0.0274 -3.2319 -0.0010
N -1.0051 1.4245 -2.2770 -0.0296
N 1.5035 -2.6916 -0.0666 0.0034
N -1.1538 2.8975 -0.0915 0.0909
C -1.2047 3.5722 1.0667 0.0410
C -1.2418 1.0164 -4.6096 0.0062
C -1.8156 -2.3575 -2.5700 -0.0076
C 0.4538 1.5204 3.7662 -0.0045
C 4.8783 1.0269 -1.8590 -0.0008
C -1.7896 4.8164 1.1637 -0.0068
C -1.8729 3.1817 6.9279 0.0000
C 0.4999 -2.2600 4.2446 -0.0050
C -0.7063 -2.4809 -1.7486 0.0060
C -2.2592 1.9730 6.3666 -0.0001
C 0.5057 -0.8929 4.5035 0.0032
C 4.6658 -0.4015 -1.2949 0.0003
C 0.5724 -3.2698 5.3538 0.0028
C 4.2793 -1.4914 -2.3199 -0.0002
C 0.3694 -1.7606 1.8742 0.0081
C -2.2736 2.7134 -6.1517 -0.0005
C -1.6850 3.4591 -1.2048 0.0125
C -0.7338 3.8355 6.4705 -0.0001
C 0.0608 -5.7943 -1.9116 -0.0007
C -0.8313 0.6410 -3.3511 -0.0001
C -1.9697 3.0954 -3.6835 0.0023
C -2.9737 -1.1577 -0.8419 -0.0031
C 0.4224 0.0470 3.4823 0.0123
C -2.1030 -5.7419 -0.8596 -0.0004
C -1.8229 2.2692 -4.7913 -0.0026
C -2.3041 5.4192 0.0185 0.0036
C -0.1066 -5.7114 0.4837 -0.0005
C -1.4900 -5.6908 0.3860 0.0009
C 0.4588 -2.1784 0.4408 -0.0234
C -2.9483 -1.6878 -2.1258 0.0063
C -1.4987 1.4054 5.3562 0.0002
C -2.2342 4.7216 -1.1856 -0.0037
C -1.5732 2.6364 -2.4427 -0.0083
C 3.5985 1.9080 -2.0471 0.0058
C 0.3425 -0.3998 2.1618 -0.0607
C 2.5110 0.9077 -2.2393 0.0039
C 0.6764 -5.7397 -0.6673 0.0004
C -1.3251 -5.8119 -2.0042 0.0003
C 0.4282 -2.6717 2.9163 -0.0043
C 2.8383 -1.3925 -2.8306 -0.0014
C 2.8941 -4.3754 1.0974 0.0000
C 0.0164 3.2816 5.4494 0.0003
C -1.8758 -1.3078 -0.0068 0.0613
C -0.3556 2.0573 4.8922 0.0021
C 2.7072 -2.9107 0.7193 0.0003
C -0.7236 -1.9638 -0.4530 0.0070
C -2.9085 6.7899 0.0805 -0.0008
H 2.6623 -2.0304 -3.6938 -0.0003
H 0.5762 -0.5452 5.5268 0.0004
H 5.3896 0.9411 -2.8203 0.0002
H -3.8169 -1.6018 -2.7655 0.0001
H -2.6295 5.1841 -2.0764 -0.0014
H 0.4317 -3.7323 2.6847 -0.0023
H 0.6626 -5.8350 -2.8117 0.0003
H -3.1169 2.0784 -6.4501 0.0002
H 1.4003 -3.9618 5.1972 -0.0006
H -1.0901 0.3442 -5.4438 -0.0003
H 0.1700 -3.0283 -2.0712 0.0001
H -3.7800 8.0099 -1.1702 0.0000
H 5.6114 -0.7029 -0.8443 0.0002
H 5.5537 1.5732 -1.2024 0.0000
H 3.9401 -0.3872 -0.4733 -0.0005
H -0.3437 -3.8602 5.3989 -0.0008
H -2.4585 3.6151 7.7276 0.0000
H 3.3785 2.5104 -1.1685 -0.0025
H 0.3572 -5.7322 1.4623 -0.0004
H 4.4229 -2.4813 -1.8820 -0.0002
H -3.7040 6.7823 0.8349 0.0007
H 3.5474 -2.6144 0.0868 -0.0004
H -1.8041 -2.8032 -3.5572 -0.0001
H -2.1367 7.4897 0.4233 0.0007
H -1.4619 2.5382 -6.8673 0.0002
H 3.7169 2.5671 -2.9077 0.0016
H -1.7977 -5.8775 -2.9765 0.0005
H -0.3451 -0.3067 -3.1742 -0.0132
H -3.1824 -5.7510 -0.9332 0.0004
H -1.9279 -0.9454 1.0135 -0.0060
H 3.3889 0.3058 -3.8788 -0.0007
H -2.0919 -5.6717 1.2855 -0.0008
H 0.7119 -2.7874 6.3190 0.0002
H 2.1128 -1.6375 -2.0562 0.0023
H -0.7375 3.1045 1.9207 -0.0157
H -2.3943 4.0778 -3.8173 -0.0007
H -3.0117 4.3452 -6.9303 0.0000
H -1.8164 5.3155 2.1232 -0.0005
H 2.7366 -2.2989 1.6268 -0.0003
H 0.9072 3.7739 5.0816 0.0000
H -3.8626 -0.6599 -0.4769 0.0001
H 4.9686 -1.4371 -3.1687 -0.0001
H -1.8029 0.4636 4.9193 -0.0002
H -0.4303 4.7720 6.9184 0.0000
H -3.1487 1.4699 6.7205 0.0000
H 3.8764 -4.5120 1.5483 -0.0001
H 2.1527 -4.6904 1.8292 0.0001
```

Results
- HOMO-LUMO gap (spin up / spin down) (Eh) = 0.190 / 0.196
- LUMO level (spin up / spin down) (eV) = -6.22 / -6.06
- energy above the lowest of the compared OMol25 structures with the same formula, charge and spin (kcal per mole) = 53.8
- total charge = +2
- spin multiplicity = 3

Record order is preserved below.
E: -189660.2156 -98669.6135 eV